DFT (ωB97M-V/def2-TZVPD) results for 7 unconnected molecules or ions with the total composition C49H84F18N3O14 in a non-equilibrium geometry.

Bonds (Å) are listed after each position.
Atoms and positions in Å:
1 H 2.7344 -2.2686 -2.1015  C133 1.171
2 C -1.9065 1.9606 -1.2307  C18 1.645, H77 1.194, H78 1.188, O109 1.471
3 F -0.6925 9.6556 -1.4380  C39 1.363
4 H -3.2134 -6.0428 0.7951  C71 1.096
5 F 1.0445 1.1164 6.0044  C61 1.364
6 F 1.4549 9.4648 -1.1085  C39 1.364
7 H 4.5940 -1.1780 1.0159  C123 1.170
8 H -2.2876 6.5405 -9.0655  C124 1.094
9 H 5.5354 -6.2292 3.4605  C56 1.173
10 H -4.1047 2.6727 -0.7680  C18 1.177
11 H 3.1212 -7.7760 3.7334  C46 1.192
12 H 1.7627 -5.2736 3.3396  C73 1.170
13 H 4.9624 -3.1481 -5.5930  C151 1.096
14 H -4.5452 7.7204 -1.3181  C157 1.096
15 F 4.4340 1.4157 -6.6076  C75 1.365
16 H 1.7462 0.9582 0.0313  C90 1.191
17 H 3.6810 -5.1106 -0.3788  C104 1.194
18 C -3.2628 2.8255 -1.5764  C2 1.645, H10 1.177, H74 1.170, H148 1.193
19 F -0.1145 -0.7182 6.2215  C61 1.363
20 H 5.1347 -0.1519 4.4039  C58 1.172
21 O 5.0998 -1.2049 -6.3651  C138 1.372, C151 1.436
22 H 5.8104 -3.4048 0.9304  C50 1.194
23 H -0.6612 8.2810 -8.2775  C117 1.095
24 H 3.5364 0.4710 3.4286  C58 1.182
25 H -0.6188 5.4507 -3.8451  C37 1.095
26 H -2.7080 3.4771 6.1141  C63 1.096
27 H -2.3299 -3.7012 2.8532  C136 1.182
28 C 1.3909 5.6723 -3.0640  H32 1.096, C37 1.517, O83 1.436, H106 1.094
29 H 2.3876 -4.3488 -1.5191  C104 1.194
30 C -3.5073 2.9110 8.0562  H57 1.095, C63 1.517, H68 1.094, H144 1.095
31 O -4.0800 8.5748 -6.5125  C84 1.228
32 H 1.2069 5.1533 -2.1163  C28 1.096
33 F -3.8007 7.7992 -3.8298  C55 1.363
34 H -1.7804 -5.3465 -3.2242  C142 1.177
35 H 2.0577 -6.9597 -0.2523  C36 1.180
36 C 1.4925 -5.9416 -0.0643  H35 1.180, C79 1.639, C104 1.640, H158 1.194
37 C 0.4134 5.2368 -4.1398  H25 1.095, C28 1.517, H47 1.094, H146 1.095
38 H -4.5224 -8.4741 -0.5731  C134 1.095
39 C 0.4415 9.0912 -1.9415  F3 1.363, F6 1.364, C122 1.528, F145 1.365
40 O -5.1235 7.5707 0.6905  C94 1.372, C157 1.436
41 H -1.5735 0.2746 2.8450  C85 1.191
42 C 0.2241 -2.9492 3.2395  C45 1.673, C120 1.638, H155 1.184, H156 1.169
43 H -4.6845 -6.0023 -0.1734  C71 1.094
44 H 2.0831 -3.1544 4.5420  C120 1.181
45 C -0.9949 -1.8355 3.5073  C42 1.673, C85 1.673, H115 1.175, C136 1.673
46 C 2.9845 -7.1103 2.7545  H11 1.192, C73 1.673, H92 1.189, H121 1.171
47 H 0.5032 4.1641 -4.3331  C37 1.094
48 C -5.3192 5.5798 1.9898  F64 1.363, F80 1.365, C94 1.528, F110 1.364
49 O -2.6001 6.9163 -7.0825  C84 1.372, C124 1.436
50 C 6.2711 -2.6843 1.7636  H22 1.194, C123 1.638, H152 1.174, H165 1.188
51 F -6.2949 -8.4178 3.4410  C65 1.365
52 H -1.9866 9.4088 -8.0249  C117 1.095
53 F -4.0330 5.8253 -4.7275  C55 1.364
54 H -2.6172 -2.1395 1.8127  C136 1.194
55 C -3.3161 6.9829 -4.8080  F33 1.363, F53 1.364, C84 1.528, F143 1.365
56 C 5.2884 -5.8395 4.5385  H9 1.173, H141 1.192, H153 1.176, C163 1.673
57 H -3.1566 2.8034 9.0876  C30 1.095
58 C 4.0312 -0.3808 4.0819  H20 1.172, H24 1.182, H72 1.185, C139 1.673
59 O 3.2671 -1.4434 -5.0048  C138 1.228
60 F -4.6671 -8.3796 4.8896  C65 1.363
61 C -0.0047 0.5619 6.6769  F5 1.364, F19 1.363, C116 1.528, F164 1.365
62 H 1.3672 2.6642 -2.1784  C132 1.188
63 C -2.3814 3.3853 7.1563  H26 1.096, C30 1.517, H118 1.094, O168 1.436
64 F -5.8638 4.3305 2.0148  C48 1.363
65 C -5.2245 -7.6819 3.8598  F51 1.365, F60 1.363, F125 1.364, C167 1.528
66 H -3.0906 -7.6096 -1.1841  C134 1.094
67 H 6.1662 -2.8777 -6.8506  C151 1.094
68 H -4.3417 3.6179 8.0373  C30 1.094
69 N 2.7147 -2.2044 2.6568  C120 1.510, C139 1.515, C147 1.523
70 H -0.9716 -0.7507 1.3826  C85 1.182
71 C -4.0764 -6.6388 0.4769  H4 1.096, H43 1.094, C134 1.517, O159 1.436
72 H 3.4086 -0.6337 5.0584  C58 1.185
73 C 2.9044 -5.5212 3.2712  H12 1.170, C46 1.673, N113 1.510, C163 1.673
74 H -2.9812 3.9588 -1.6545  C18 1.170
75 C 4.1970 0.7897 -5.4182  F15 1.365, F81 1.363, F135 1.364, C138 1.528
76 H -1.2085 -3.9539 -2.0867  C142 1.171
77 H -1.5896 2.1863 -0.1022  C2 1.194
78 H -2.2232 0.8158 -1.2387  C2 1.188
79 C 0.0994 -5.9110 -0.9269  C36 1.639, H87 1.170, H114 1.193, O129 1.473
80 F -5.9945 6.3048 2.9284  C48 1.365
81 F 3.0630 1.3541 -4.9146  C75 1.363
82 C 1.6368 -0.2745 -1.9446  H89 1.170, C90 1.641, C133 1.647, H137 1.194
83 O 1.3442 7.0966 -2.8884  C28 1.436, C122 1.372
84 C -3.3890 7.6091 -6.1997  O31 1.228, O49 1.372, C55 1.528
85 C -0.7414 -0.5119 2.5166  H41 1.191, C45 1.673, H70 1.182, H102 1.170
86 H -7.0287 9.1791 -0.2222  C160 1.095
87 H -0.6556 -5.2019 -0.3821  C79 1.170
88 H 3.1367 -2.8507 -7.3217  C95 1.095
89 H 0.8868 -0.7205 -2.7246  C82 1.170
90 C 0.9771 0.7632 -0.8572  H16 1.191, C82 1.641, H130 1.190, C132 1.645
91 H 3.6107 -4.5045 5.3122  C163 1.172
92 H 3.9604 -7.3162 2.1064  C46 1.189
93 H -1.6162 8.8493 -9.6688  C117 1.094
94 C -5.3602 6.2223 0.6043  O40 1.372, C48 1.528, O154 1.228
95 C 4.1689 -3.0646 -7.6165  H88 1.095, H96 1.095, H111 1.094, C151 1.517
96 H 4.3532 -2.5197 -8.5477  C95 1.095
97 H -4.5244 9.2077 -0.3738  C157 1.094
98 H -3.6354 7.6327 -8.7576  C124 1.096
99 H -6.4687 9.2488 -1.9111  C160 1.094
100 H 0.7186 -2.8771 -0.7223  C119 1.194
101 H 3.4713 -1.0653 -0.8479  C133 1.170
102 H 0.3145 -0.0287 2.6599  C85 1.170
103 H -3.0176 -8.5248 0.3356  C134 1.095
104 C 2.5488 -4.7334 -0.4006  H17 1.194, H29 1.194, C36 1.640, N105 1.543
105 N 2.3830 -3.5045 0.5185  C104 1.543, C119 1.534, C147 1.400
106 H 2.4107 5.4238 -3.3739  C28 1.094
107 H 1.4505 -1.3895 4.3531  C120 1.193
108 H 3.1651 -6.3275 5.4984  C163 1.185
109 O -0.8032 2.1456 -2.1861  C2 1.471, C132 1.489
110 F -4.0446 5.4488 2.4576  C48 1.364
111 H 4.2587 -4.1374 -7.8097  C95 1.094
112 H 4.3249 -5.0741 1.7208  N113 1.043
113 N 3.7209 -4.5830 2.4145  C73 1.510, H112 1.043, C147 1.511
114 H -0.3675 -7.0067 -0.8576  C79 1.193
115 H -1.0694 -1.5447 4.6429  C45 1.175
116 C -1.2898 1.3699 6.5049  C61 1.528, O166 1.228, O168 1.372
117 C -1.6666 8.5469 -8.6189  H23 1.095, H52 1.095, H93 1.094, C124 1.517
118 H -2.0492 4.3774 7.4777  C63 1.094
119 C 1.5973 -2.3476 -0.1114  H100 1.194, N105 1.534, C133 1.655, H150 1.172
120 C 1.6785 -2.3872 3.7399  C42 1.638, H44 1.181, N69 1.510, H107 1.193
121 H 1.9949 -7.4644 2.2381  C46 1.171
122 C 0.3422 7.5731 -2.0818  C39 1.528, O83 1.372, O126 1.228
123 C 5.1799 -1.4825 1.9814  H7 1.170, C50 1.638, C139 1.673, H161 1.192
124 C -2.6172 7.3775 -8.4421  H8 1.094, O49 1.436, H98 1.096, C117 1.517
125 F -5.7387 -6.5427 4.4061  C65 1.364
126 O -0.4884 6.8580 -1.5282  C122 1.228
127 H -0.3981 -4.1508 -3.7821  C142 1.187
128 O -3.0119 -7.4444 2.8252  C167 1.228
129 O 0.2633 -5.6147 -2.3599  C79 1.473, C142 1.480
130 H 0.0637 0.1879 -0.3561  C90 1.190
131 H -3.3535 -2.1661 3.5473  C136 1.193
132 C 0.5118 2.2079 -1.4913  H62 1.188, C90 1.645, O109 1.489, H149 1.190
133 C 2.4671 -1.5139 -1.2468  H1 1.171, C82 1.647, H101 1.170, C119 1.655
134 C -3.6494 -7.8804 -0.2838  H38 1.095, H66 1.094, C71 1.517, H103 1.095
135 F 5.2104 1.1634 -4.5851  C75 1.364
136 C -2.4028 -2.5237 2.9224  H27 1.182, C45 1.673, H54 1.194, H131 1.193
137 H 2.4188 0.3673 -2.5779  C82 1.194
138 C 4.0978 -0.7283 -5.5585  O21 1.372, O59 1.228, C75 1.528
139 C 4.0717 -1.7980 3.1939  C58 1.673, N69 1.515, C123 1.673, H140 1.194
140 H 4.5402 -2.5971 3.9472  C139 1.194
141 H 5.8334 -4.7835 4.6336  C56 1.192
142 C -0.8329 -4.7527 -2.8558  H34 1.177, H76 1.171, H127 1.187, O129 1.480
143 F -2.0414 6.6657 -4.4377  C55 1.365
144 H -3.8770 1.9299 7.7419  C30 1.095
145 F 0.6785 9.7171 -3.1309  C39 1.365
146 H 0.5977 5.7818 -5.0711  C37 1.095
147 C 2.9093 -3.4585 1.8151  N69 1.523, N105 1.400, N113 1.511
148 H -3.6532 2.4119 -2.6255  C18 1.193
149 H 0.3776 2.9887 -0.6034  C132 1.190
150 H 1.0634 -1.6596 0.6730  C119 1.172
151 C 5.1464 -2.6292 -6.5407  H13 1.096, O21 1.436, H67 1.094, C95 1.517
152 H 7.2763 -2.2830 1.3098  C50 1.174
153 H 5.7290 -6.4994 5.4071  C56 1.176
154 O -5.5415 5.6260 -0.4538  C94 1.228
155 H -0.0579 -3.9224 3.8515  C42 1.184
156 H 0.1494 -3.2201 2.1050  C42 1.169
157 C -5.0886 8.2872 -0.5533  H14 1.096, O40 1.436, H97 1.094, C160 1.517
158 H 1.1784 -5.7945 1.0784  C36 1.194
159 O -4.8986 -6.9941 1.5991  C71 1.436, C167 1.372
160 C -6.4944 8.6341 -1.0069  H86 1.095, H99 1.094, C157 1.517, H162 1.095
161 H 5.8044 -0.5192 2.3029  C123 1.192
162 H -7.0750 7.7306 -1.2183  C160 1.095
163 C 3.6585 -5.5395 4.7643  C56 1.673, C73 1.673, H91 1.172, H108 1.185
164 F 0.3888 0.4663 7.9803  C61 1.365
165 H 6.4243 -3.3835 2.7118  C50 1.188
166 O -2.2249 1.0747 5.7659  C116 1.228
167 C -4.2350 -7.3843 2.7345  C65 1.528, O128 1.228, O159 1.372
168 O -1.2478 2.5109 7.2653  C63 1.436, C116 1.372

- HOMO energy: -11.44 eV
- Net charge: +1
- Electronic energy: -134208.191 eV
- Gap between HOMO and LUMO: 8.153 eV
- ΔE to the lowest compared entry with this formula, charge and spin: 1360.8 kJ/mol

Atom charges from the Löwdin analysis, given in e for atoms 1 to 6: H 0.10; C -0.28; F 0.14; H 0.11; F 0.14; F 0.14